Density functional theory data (ωB97M-V with the def2-TZVPD basis set) for C12H12Cl3GeN4O2PdS2 as an isolated structure.

Atoms and positions in Å:
C 1.896 -0.475 -0.346
Cl -3.953 -1.419 0.893
H 0.633 3.748 0.015
C -1.853 -3.827 1.250
O 0.522 -2.268 0.948
C -1.058 0.976 0.161
Pd -1.686 -1.668 1.728
H 2.850 -1.747 -3.328
Cl -4.881 1.673 2.031
C -0.242 3.116 0.130
Cl -6.235 0.290 -0.893
C 3.777 0.731 -1.177
N 4.679 0.154 -3.330
S -1.497 -1.495 5.176
S 0.629 -0.815 0.815
H -0.859 -4.211 1.449
O 0.740 -0.117 2.073
H 1.164 -2.086 -1.541
H 4.521 1.510 -1.071
H 4.714 -0.461 -4.121
Ge -4.349 0.721 0.154
H -2.635 -4.249 1.873
C -1.506 3.648 0.356
H 5.391 0.853 -3.235
N -2.330 1.418 0.306
N -0.027 1.820 0.019
C 3.791 -0.076 -2.331
N -0.847 -0.378 0.145
C 2.840 -1.107 -2.456
C -2.534 2.731 0.397
C 2.837 0.533 -0.194
H -3.568 3.041 0.508
C 1.902 -1.298 -1.470
H 2.816 1.148 0.695
H -1.678 4.707 0.461
H -2.102 -3.785 0.193
C -1.862 -1.333 3.718

## Properties
- Total charge: +1
- LUMO (alpha / beta): -6.66 / -6.61 eV
- Relative energy (zero: lowest compared OMol25 entry of this formula, charge and spin): 0.950 eV
- Energy: -141918.257 eV
- Kohn-Sham gap (alpha / beta): 3.8 / 3.9 eV
- E_HOMO (alpha / beta): -0.38513 / -0.38554 hartree
- Strongest force on any atom: 4.09 eV/A

=====

Density functional theory data (ωB97M-V with the def2-TZVPD basis set) for a 4-piece molecular cluster, C12H12Cl6N2 overall.

Atoms and positions in Å:
C 1.397 3.306 -2.509
H 0.743 1.305 -2.983
Cl 1.025 0.318 -0.458
C 0.509 2.627 -4.667
C -1.705 -2.779 -0.097
C 0.168 -3.417 1.778
H -2.486 -2.607 -0.822
Cl 2.491 -0.683 1.766
C -1.999 -1.195 5.431
C 0.533 -3.431 0.469
H 0.078 1.904 -5.344
C 0.858 2.307 -3.369
H 2.078 5.425 -2.672
C -2.050 -2.797 1.280
Cl -0.652 -0.637 4.390
N -1.128 -3.230 2.202
Cl -3.479 -0.316 5.062
N 0.708 3.852 -5.213
H 1.535 5.735 -4.915
H -0.192 -3.108 -1.525
Cl 0.784 1.504 2.154
H -2.168 -2.261 5.278
C 1.618 4.555 -3.118
C 1.270 4.796 -4.451
H 0.094 -0.590 1.614
C 0.952 0.000 1.293
C -0.415 -3.180 -0.471
H 1.536 -3.549 0.087
H 0.975 -3.558 2.482
Cl -1.615 -1.030 7.150
H -2.997 -2.411 1.627
H 1.534 3.143 -1.450

## Properties
- Total charge: -1
- LUMO (alpha / beta): 2.58 / 2.56 eV
- Relative energy (zero: lowest compared OMol25 entry of this formula, charge and spin): 0.000 eV
- 2S+1: 2
- Energy: -90751.847 eV
- Kohn-Sham gap (alpha / beta): 2.6 / 7.0 eV
- E_HOMO (alpha / beta): -0.00057 / -0.16315 hartree
- Strongest force on any atom: 3.23 eV/A

=====

Density functional theory data (ωB97M-V with the def2-TZVPD basis set) for a 2-piece molecular cluster, C12H12ClF overall.

Atoms and positions in Å:
C 4.131 0.573 0.813
H 3.923 2.047 -0.802
C 1.932 -0.560 -0.381
H 0.605 -0.115 1.430
C 0.838 -1.255 -1.121
H -0.927 0.778 1.689
H -1.609 0.611 -1.926
C 3.684 -0.684 1.204
H 4.156 -1.093 2.185
H 4.972 0.879 1.313
H 0.663 -0.944 -2.166
H -3.395 -0.972 -2.109
C -1.819 0.025 -1.051
H -2.966 -1.870 -0.442
C 2.338 0.654 -0.776
C -3.178 0.334 -0.537
C -0.331 0.173 1.068
F 1.593 1.313 -1.711
C -0.665 -0.134 -0.177
C 2.616 -1.330 0.570
Cl 0.354 -2.879 -0.740
C -2.892 -1.032 -1.119
H 2.262 -2.299 0.929
H -3.158 0.442 0.508
H -3.830 1.129 -1.043
C 3.459 1.260 -0.241

## Properties
- Total charge: 0
- LUMO: 0.87 eV
- Relative energy (zero: lowest compared OMol25 entry of this formula, charge and spin): 1.187 eV
- Energy: -27874.204 eV
- Kohn-Sham gap: 9.1 eV
- E_HOMO: -0.30282 hartree
- Strongest force on any atom: 5.48 eV/A

=====

Density functional theory data (ωB97M-V with the def2-TZVPD basis set) for C12H12ClNO6RhS2 as an isolated structure.

Atoms and positions in Å:
H 2.611 -1.901 -3.606
H 3.022 -3.741 0.896
N 2.114 -2.421 -0.369
C 3.790 -3.892 -1.135
H -1.704 0.043 5.009
S 2.301 1.294 1.239
C -1.125 1.351 3.416
Cl -2.676 -0.851 0.392
C 0.206 -0.496 4.202
O -2.254 -1.948 -0.438
H 4.495 -4.682 -0.925
O 3.383 0.291 1.406
C -0.938 0.284 4.284
H -2.035 1.935 3.459
C 2.858 2.782 2.085
H 2.058 3.522 2.075
C 2.746 -2.346 -2.631
O -1.823 0.339 -0.018
H 3.719 3.150 1.531
C 3.007 -3.405 -0.129
Rh -0.042 -0.666 0.302
S 0.830 -0.565 -1.762
O 1.390 -2.010 0.678
H 2.087 -0.794 3.162
O -4.035 -0.511 0.222
C 0.998 0.878 2.413
C 1.957 -1.860 -1.578
O -2.331 -1.119 1.767
H 0.333 -1.342 4.865
H -0.313 2.462 1.767
H 4.257 -3.721 -3.236
C -0.160 1.650 2.469
C 1.186 -0.204 3.263
C 3.653 -3.350 -2.418
H 3.139 2.517 3.103

## Properties
- Total charge: 0
- LUMO (alpha / beta): -0.41 / -1.00 eV
- Relative energy (zero: lowest compared OMol25 entry of this formula, charge and spin): 0.153 eV
- 2S+1: 2
- Energy: -63604.651 eV
- Kohn-Sham gap (alpha / beta): 8.0 / 7.3 eV
- E_HOMO (alpha / beta): -0.30931 / -0.30591 hartree
- Strongest force on any atom: 0.77 eV/A

=====

Density functional theory data (ωB97M-V with the def2-TZVPD basis set) for a 3-piece molecular cluster, C12H12ClNO9P overall.

Atoms and positions in Å:
C -1.690 -1.676 0.676
Cl -5.502 -0.311 1.094
C 5.036 -0.686 -2.733
C 2.738 -0.292 -1.866
C 2.972 1.136 -1.795
O 4.444 2.918 -2.141
C -0.649 -2.511 0.612
H -6.562 2.050 3.702
O 1.983 -0.337 2.034
P -5.062 1.503 1.918
O 6.300 1.283 -3.027
H 2.170 1.762 -1.431
O 1.656 -2.751 1.035
H -0.191 1.171 2.072
H -7.177 0.785 2.860
N -6.747 1.707 2.759
C 0.659 -2.064 1.071
H -6.032 2.673 0.328
C 4.157 1.633 -2.177
O -2.912 -2.016 0.274
O -5.154 2.512 0.716
C 3.852 -1.180 -2.348
H 2.554 -1.118 1.877
H 5.842 -1.314 -3.084
H 2.656 -2.561 -2.032
O 1.686 -0.822 -1.550
C -1.558 -0.275 1.206
C 5.266 0.749 -2.686
O -2.559 0.435 1.214
C -0.270 0.167 1.681
O 3.573 -2.472 -2.360
H -0.732 -3.517 0.228
H -7.421 2.318 2.298
H 5.362 3.003 -2.474
H -3.470 -1.234 0.428
C 0.781 -0.668 1.622

## Properties
- Total charge: +1
- LUMO: -3.90 eV
- Relative energy (zero: lowest compared OMol25 entry of this formula, charge and spin): 0.362 eV
- Energy: -54361.020 eV
- Kohn-Sham gap: 7.3 eV
- E_HOMO: -0.41027 hartree
- Strongest force on any atom: 2.12 eV/A

=====

Density functional theory data (ωB97M-V with the def2-TZVPD basis set) for the molecule C12H12F2.

Atoms and positions in Å:
H -0.868 0.554 -1.639
C -2.580 -0.143 2.830
H 2.249 1.167 -3.843
C -1.249 -0.366 2.845
H 2.222 -1.966 -1.122
C 1.269 -1.573 -0.848
H 1.623 1.549 -1.521
H 0.635 0.243 -3.565
C 0.957 0.222 2.048
C -3.155 0.380 1.608
C -0.371 -0.126 1.745
H 2.268 -0.649 -3.798
C -0.937 0.294 0.478
H -4.184 0.507 1.547
H -2.715 0.936 -0.371
C 1.882 0.569 -1.835
C 0.958 -0.325 -1.096
C 1.776 0.344 -3.283
H -3.186 -0.470 3.586
H -0.799 -0.625 3.764
F 1.886 0.667 1.127
H 2.827 0.303 -1.469
F 1.599 0.032 3.211
C -2.382 0.511 0.526
H 0.699 -2.169 -0.178
C -0.426 0.135 -0.749

## Properties
- Total charge: 0
- LUMO: -0.14 eV
- Relative energy (zero: lowest compared OMol25 entry of this formula, charge and spin): 1.243 eV
- Energy: -18069.827 eV
- Kohn-Sham gap: 7.3 eV
- E_HOMO: -0.27409 hartree
- Strongest force on any atom: 4.72 eV/A

=====

Density functional theory data (ωB97M-V with the def2-TZVPD basis set) for C12H12INO as an isolated structure.

Atoms and positions in Å:
C 3.335 -1.295 -0.041
C -0.174 2.085 -0.514
H 0.320 0.290 1.823
C -1.747 -0.095 -1.324
H 3.947 -0.497 -2.265
C -3.931 0.401 1.055
I 5.311 -2.489 1.266
C -1.554 1.175 -0.256
H 2.575 -1.181 3.243
N 2.089 0.742 -1.520
C -4.093 -0.883 -0.004
C -2.641 1.457 0.938
H -3.084 -2.010 -2.011
H -4.760 0.498 1.908
H 4.140 -2.136 0.116
C 1.109 0.090 0.982
C 2.262 -1.056 1.204
H -4.989 -1.663 0.069
C 1.074 0.979 -0.423
H -0.275 2.579 -1.571
C -3.017 -1.141 -1.226
C 3.181 -0.334 -1.365
H 2.073 1.287 -2.411
H 0.012 2.868 0.357
H -0.940 -0.253 -2.178
O 2.272 -1.790 2.481
H -2.495 2.373 1.667

## Properties
- Total charge: 0
- LUMO: -1.20 eV
- Relative energy (zero: lowest compared OMol25 entry of this formula, charge and spin): 13.937 eV
- Energy: -24258.597 eV
- Kohn-Sham gap: 5.3 eV
- E_HOMO: -0.23881 hartree
- Strongest force on any atom: 7.75 eV/A

=====

Question: Number 2 is which compound?
Answer: C12H12Cl6N2

=====

Question: Among the records above, which one has the lowest energy?
Answer: C12H12Cl3GeN4O2PdS2

=====

Copy entry 7 word for word.
Density functional theory data (ωB97M-V with the def2-TZVPD basis set) for C12H12INO as an isolated structure.

Atoms and positions in Å:
C 3.335 -1.295 -0.041
C -0.174 2.085 -0.514
H 0.320 0.290 1.823
C -1.747 -0.095 -1.324
H 3.947 -0.497 -2.265
C -3.931 0.401 1.055
I 5.311 -2.489 1.266
C -1.554 1.175 -0.256
H 2.575 -1.181 3.243
N 2.089 0.742 -1.520
C -4.093 -0.883 -0.004
C -2.641 1.457 0.938
H -3.084 -2.010 -2.011
H -4.760 0.498 1.908
H 4.140 -2.136 0.116
C 1.109 0.090 0.982
C 2.262 -1.056 1.204
H -4.989 -1.663 0.069
C 1.074 0.979 -0.423
H -0.275 2.579 -1.571
C -3.017 -1.141 -1.226
C 3.181 -0.334 -1.365
H 2.073 1.287 -2.411
H 0.012 2.868 0.357
H -0.940 -0.253 -2.178
O 2.272 -1.790 2.481
H -2.495 2.373 1.667

## Properties
- Total charge: 0
- LUMO: -1.20 eV
- Relative energy (zero: lowest compared OMol25 entry of this formula, charge and spin): 13.937 eV
- Energy: -24258.597 eV
- Kohn-Sham gap: 5.3 eV
- E_HOMO: -0.23881 hartree
- Strongest force on any atom: 7.75 eV/A

=====

What did the fifth record say?
Density functional theory data (ωB97M-V with the def2-TZVPD basis set) for a 3-piece molecular cluster, C12H12ClNO9P overall.

Atoms and positions in Å:
C -1.690 -1.676 0.676
Cl -5.502 -0.311 1.094
C 5.036 -0.686 -2.733
C 2.738 -0.292 -1.866
C 2.972 1.136 -1.795
O 4.444 2.918 -2.141
C -0.649 -2.511 0.612
H -6.562 2.050 3.702
O 1.983 -0.337 2.034
P -5.062 1.503 1.918
O 6.300 1.283 -3.027
H 2.170 1.762 -1.431
O 1.656 -2.751 1.035
H -0.191 1.171 2.072
H -7.177 0.785 2.860
N -6.747 1.707 2.759
C 0.659 -2.064 1.071
H -6.032 2.673 0.328
C 4.157 1.633 -2.177
O -2.912 -2.016 0.274
O -5.154 2.512 0.716
C 3.852 -1.180 -2.348
H 2.554 -1.118 1.877
H 5.842 -1.314 -3.084
H 2.656 -2.561 -2.032
O 1.686 -0.822 -1.550
C -1.558 -0.275 1.206
C 5.266 0.749 -2.686
O -2.559 0.435 1.214
C -0.270 0.167 1.681
O 3.573 -2.472 -2.360
H -0.732 -3.517 0.228
H -7.421 2.318 2.298
H 5.362 3.003 -2.474
H -3.470 -1.234 0.428
C 0.781 -0.668 1.622

## Properties
- Total charge: +1
- LUMO: -3.90 eV
- Relative energy (zero: lowest compared OMol25 entry of this formula, charge and spin): 0.362 eV
- Energy: -54361.020 eV
- Kohn-Sham gap: 7.3 eV
- E_HOMO: -0.41027 hartree
- Strongest force on any atom: 2.12 eV/A